1.
# C3H8N2O

A structure of composition C3H8N2O in a non-equilibrium geometry (wB97M-V/def2-TZVPD, the Open Molecules 2025 dataset).

Element x y z (Å)
C -0.790 0.366 1.896
C 0.213 -0.527 2.016
N 1.021 -0.605 -0.348
C -0.288 0.257 -2.491
O -0.914 1.102 -0.496
N -0.256 0.341 -1.209
H 1.221 -1.245 -1.108
H 1.585 0.230 -0.195
H -0.680 1.384 2.262
H -1.765 0.097 1.513
H 0.071 -1.576 1.752
H 1.159 -0.265 2.453
H 0.384 -0.430 -2.978
H -0.960 0.873 -3.068

Output
- Orbital gap: 0.321 hartree
- 2S+1: 1
- Relative energy (zero: lowest compared OMol25 entry of this formula, charge and spin): 652.27 kJ/mol
- HOMO energy: -8.33 eV
- Largest force on an atom: 3.996 eV Å⁻¹

2.
# CH3IO3S

An isolated molecule of CH3IO3S in a non-equilibrium geometry (wB97M-V/def2-TZVPD, the Open Molecules 2025 dataset).

Element x y z (Å)
C -1.230 -0.826 0.152
O 1.407 1.887 -0.204
O -0.684 0.414 0.342
O 1.518 -0.582 0.595
S 0.844 0.677 0.848
I 2.035 1.770 -2.135
H -2.015 -0.952 0.884
H -0.469 -1.526 0.326
H -1.405 -0.864 -0.809

Output
- Orbital gap (spin up / spin down): 0.308 / 0.238 hartree
- 2S+1: 3
- Relative energy (zero: lowest compared OMol25 entry of this formula, charge and spin): 105.54 kJ/mol
- HOMO energy (spin up / spin down): -7.77 / -9.98 eV
- Largest force on an atom: 5.318 eV Å⁻¹

3.
# C47H53N6O2P3PtSe

A structure of composition C47H53N6O2P3PtSe in a non-equilibrium geometry (wB97M-V/def2-TZVPD, the Open Molecules 2025 dataset).

Element x y z (Å)
Pt -0.403 -0.520 -0.831
C 0.677 2.871 -0.986
N 1.806 2.168 -0.426
C 2.358 1.184 -1.337
P 1.994 -0.539 -0.727
C 2.930 -0.619 0.821
C 2.445 -1.407 1.864
C 3.111 -1.447 3.079
C 4.267 -0.702 3.258
C 4.774 0.055 2.210
C 4.113 0.100 0.995
C 2.919 -1.434 -2.001
C 4.145 -2.038 -1.744
C 4.834 -2.661 -2.774
C 4.300 -2.692 -4.054
C 3.071 -2.097 -4.310
C 2.378 -1.471 -3.287
C 2.745 2.986 0.293
C 2.598 3.144 1.665
C 3.503 3.910 2.384
C 4.566 4.524 1.739
C 4.707 4.383 0.365
C 3.795 3.628 -0.357
P -0.790 1.725 -1.156
C -1.374 2.020 -2.844
C -1.407 0.941 -3.728
C -1.829 1.124 -5.035
C -2.215 2.385 -5.464
C -2.173 3.464 -4.592
C -1.754 3.288 -3.283
C -1.987 2.492 -0.039
C -1.597 2.655 1.292
C -2.478 3.173 2.223
C -3.760 3.537 1.827
C -4.148 3.385 0.506
C -3.273 2.847 -0.429
H 0.900 3.279 -1.983
H 0.399 3.693 -0.329
H 3.437 1.288 -1.455
H 1.907 1.257 -2.330
H 1.560 -2.008 1.695
H 2.738 -2.063 3.888
H 4.787 -0.727 4.207
H 5.696 0.608 2.333
H 4.534 0.686 0.189
H 4.560 -2.018 -0.745
H 5.793 -3.122 -2.576
H 4.837 -3.175 -4.859
H 2.659 -2.120 -5.311
H 1.415 -1.006 -3.476
H 1.773 2.657 2.174
H 3.380 4.030 3.453
H 5.277 5.115 2.298
H 5.523 4.872 -0.150
H 3.903 3.542 -1.432
H -1.100 -0.038 -3.379
H -1.857 0.289 -5.723
H -2.545 2.531 -6.484
H -2.469 4.447 -4.935
H -1.725 4.133 -2.605
H -0.588 2.389 1.582
H -2.167 3.302 3.252
H -4.454 3.948 2.548
H -5.142 3.685 0.201
H -3.588 2.718 -1.457
C -5.568 -1.036 -2.311
P -4.346 -1.137 -0.980
C -4.528 -2.811 -0.310
C -4.916 -0.007 0.308
O -2.949 -0.850 -1.467
H -6.574 -1.055 -1.890
H -5.455 -1.881 -2.990
H -5.422 -0.110 -2.866
H -5.555 -2.971 0.019
H -3.850 -2.938 0.533
H -4.283 -3.539 -1.084
H -5.777 -0.429 0.826
H -5.204 0.936 -0.151
H -4.105 0.172 1.014
C -0.886 -5.690 -3.448
N -0.442 -4.627 -2.568
C 0.683 -4.764 -1.664
C 0.670 -3.418 -0.957
O 1.421 -3.059 -0.070
N -0.341 -2.672 -1.489
C -0.995 -3.426 -2.390
N -2.061 -2.971 -3.032
H -0.033 -6.323 -3.680
H -1.269 -5.280 -4.382
H -1.655 -6.308 -2.978
H 1.629 -4.892 -2.196
H 0.556 -5.589 -0.961
H -2.455 -2.088 -2.693
H -2.608 -3.571 -3.625
C -1.900 -2.268 4.561
N -1.100 -1.112 4.215
C -0.837 -0.671 2.970
Se -1.549 -1.344 1.408
N -0.005 0.383 3.072
C 0.301 0.626 4.404
C 1.119 1.557 5.022
C 1.177 1.519 6.405
C 0.440 0.588 7.141
C -0.373 -0.347 6.522
C -0.417 -0.318 5.137
H -2.003 -2.907 3.689
H -2.891 -1.968 4.902
H -1.401 -2.820 5.355
H 0.424 0.816 2.271
H 1.691 2.277 4.451
H 1.801 2.228 6.931
H 0.499 0.598 8.221
H -0.950 -1.057 7.099

Output
- Orbital gap (spin up / spin down): 0.231 / 0.231 hartree
- 2S+1: 1
- Relative energy (zero: lowest compared OMol25 entry of this formula, charge and spin): 128.77 kJ/mol
- HOMO energy (spin up / spin down): -12.05 / -12.05 eV
- Largest force on an atom: 2.130 eV Å⁻¹
- Net charge: +2

4.
# C3H10NSe

A structure of composition C3H10NSe in a non-equilibrium geometry (wB97M-V/def2-TZVPD, the Open Molecules 2025 dataset).

Element x y z (Å)
C 1.672 1.407 -0.337
C -1.411 -0.382 0.295
C 0.252 -0.568 1.363
N -1.063 -0.814 -1.021
Se 1.606 -0.499 0.048
H 0.574 1.643 -0.280
H 2.409 1.865 0.164
H 1.915 1.496 -1.446
H -1.517 0.700 0.437
H -1.988 -0.924 1.028
H -0.016 -1.516 1.856
H 0.020 0.264 1.919
H -1.308 -1.853 -1.187
H 0.337 -0.597 -1.115
H -1.481 -0.223 -1.723

Output
- Orbital gap: 0.407 hartree
- 2S+1: 1
- Relative energy (zero: lowest compared OMol25 entry of this formula, charge and spin): 174.90 kJ/mol
- HOMO energy: -14.26 eV
- Largest force on an atom: 5.660 eV Å⁻¹
- Net charge: +1

5.
# C2HFINO2

A cluster of 3 separate species, C2HFINO2 in total in a non-equilibrium geometry (wB97M-V/def2-TZVPD, the Open Molecules 2025 dataset).

Element x y z (Å)
C 0.448 0.492 -1.008
C 0.760 1.667 -0.767
N -0.102 -1.702 0.628
O -1.156 -1.601 1.155
O 0.467 -2.580 0.065
F 0.679 2.604 0.081
I -1.898 1.263 1.541
H 0.802 -0.142 -1.694

Output
- Orbital gap (spin up / spin down): 0.290 / 0.250 hartree
- 2S+1: 1
- Relative energy (zero: lowest compared OMol25 entry of this formula, charge and spin): 362.35 kJ/mol
- HOMO energy (spin up / spin down): -9.94 / -9.63 eV
- Largest force on an atom: 3.682 eV Å⁻¹

6.
# C9H14O

A cluster of 2 separate species, C9H14O in total in a non-equilibrium geometry (wB97M-V/def2-TZVPD, the Open Molecules 2025 dataset).

Element x y z (Å)
C -1.583 -0.951 1.027
C -0.662 0.043 0.311
C -0.437 1.267 0.905
C -0.078 2.356 0.091
C 0.082 2.167 -1.259
O 0.329 3.181 -2.179
C -0.232 0.925 -1.863
C -0.495 -0.143 -1.079
H -1.260 -1.709 1.728
H -2.257 -1.503 0.339
H -2.357 -0.319 1.573
H -0.526 1.413 1.970
H -0.142 3.294 0.654
H 1.232 3.025 -2.474
H -0.143 0.820 -2.949
H -0.556 -1.189 -1.337
C 1.545 -3.664 0.899
C 1.070 -3.347 2.328
H 1.759 -4.706 0.771
H 0.851 -3.390 0.113
H 2.570 -3.254 0.809
H 0.390 -4.044 2.836
H 0.614 -2.356 2.314
H 1.930 -3.288 3.025

Output
- Orbital gap: 0.353 hartree
- 2S+1: 1
- Relative energy (zero: lowest compared OMol25 entry of this formula, charge and spin): 129.82 kJ/mol
- HOMO energy: -8.71 eV
- Largest force on an atom: 2.179 eV Å⁻¹
- SMILES: Cc1ccc(O)cc1.CC

7.
# C2H3BrN2O

An isolated molecule of C2H3BrN2O in a non-equilibrium geometry (wB97M-V/def2-TZVPD, the Open Molecules 2025 dataset).

Element x y z (Å)
O -1.616 0.812 -1.535
C -0.961 0.693 -0.543
N -1.114 0.605 0.701
N -0.258 -0.415 -0.031
C 1.107 -0.627 0.189
Br 2.186 0.715 -1.014
H -2.066 0.136 0.909
H 1.177 -1.784 0.258
H 1.545 -0.136 1.066

Output
- Orbital gap: 0.357 hartree
- 2S+1: 1
- Relative energy (zero: lowest compared OMol25 entry of this formula, charge and spin): 204.51 kJ/mol
- HOMO energy: -10.32 eV
- Largest force on an atom: 7.164 eV Å⁻¹
- SMILES: O=C1NN1CBr

8.
# C30H50BN4O11PS

A cluster of 2 separate species, C30H50BN4O11PS in total in a non-equilibrium geometry (wB97M-V/def2-TZVPD, the Open Molecules 2025 dataset).

Element x y z (Å)
C 8.365 -1.824 -1.593
C 8.577 -0.445 -1.220
C 7.561 0.662 -1.769
O 6.877 0.485 -2.808
O 7.431 1.879 -1.036
C 6.623 1.660 0.183
C 5.073 1.604 -0.243
C 4.368 0.164 0.073
C 3.228 -0.029 -1.044
C 1.879 -0.743 -0.495
C 0.522 0.020 -0.995
C -0.209 -0.789 -2.216
C -0.668 -2.249 -1.730
C -1.155 -2.374 -0.204
C -0.104 -3.197 0.736
N 0.441 -2.379 1.859
C -0.522 -2.225 2.981
C -0.325 -0.848 3.815
C -1.519 -0.159 4.577
C -1.348 1.178 5.385
C 0.017 1.915 5.438
C 1.210 1.259 4.707
C 1.044 -0.102 3.931
O 2.246 -0.614 3.334
O 1.005 -1.132 -3.000
C 1.484 -0.084 -3.864
O 2.588 0.050 -4.417
C 0.154 0.869 -3.940
P 0.099 1.285 -5.781
N 1.082 2.566 -5.988
C -1.097 0.053 -3.264
B -1.990 1.047 -2.286
O -1.430 2.342 -1.877
N -3.365 0.777 -1.805
C -3.674 -0.663 -1.578
C -3.666 1.462 -0.497
N -1.770 -0.510 -4.429
C -3.025 0.085 -4.892
C -1.401 -1.796 -4.948
C -2.519 -2.982 -4.916
O -0.302 -2.129 -5.492
H 8.314 -2.670 -0.829
H 8.222 -2.078 -2.695
H 9.482 -0.215 -0.569
H 6.802 2.603 0.820
H 6.975 0.713 0.720
H 4.543 2.458 0.328
H 5.039 1.846 -1.374
H 5.197 -0.612 -0.108
H 3.985 0.185 1.148
H 3.627 -0.703 -1.895
H 3.028 0.992 -1.519
H 1.892 -0.571 0.650
H 1.846 -1.863 -0.695
H 0.901 1.059 -1.342
H -0.174 0.229 -0.115
H -1.475 -2.738 -2.388
H 0.255 -2.939 -1.834
H -1.504 -1.404 0.284
H -2.093 -3.057 -0.219
H -0.669 -4.089 1.223
H 0.762 -3.645 0.144
H 1.221 -2.941 2.247
H -1.614 -2.211 2.627
H -0.453 -3.068 3.768
H -2.564 -0.619 4.601
H -2.229 1.638 5.952
H 0.211 2.903 5.977
H 2.240 1.775 4.725
H 2.760 0.179 3.051
H 0.535 1.807 -3.414
H -1.200 1.734 -6.238
H 0.621 0.245 -6.615
H 1.836 2.318 -6.644
H -1.088 2.276 -0.959
H -3.216 -1.394 -2.319
H -3.459 -0.900 -0.478
H -4.824 -0.778 -1.692
H -3.714 2.594 -0.612
H -2.979 1.101 0.346
H -4.731 1.111 -0.202
H -3.953 -0.077 -4.245
H -2.961 1.224 -5.090
H -3.276 -0.373 -5.926
H -1.998 -3.981 -4.665
H -3.315 -2.694 -4.147
H -2.969 -3.017 -5.965
O -3.532 2.755 6.814
S -4.493 1.752 7.166
O -4.124 0.445 7.617
O -5.540 1.600 5.936
C -6.864 1.869 6.398
C -6.696 2.838 7.559
O -5.523 2.395 8.242
H -7.307 0.926 6.731
H -7.470 2.290 5.595
H -7.555 2.837 8.229
H -6.514 3.855 7.201

Output
- Orbital gap: 0.259 hartree
- 2S+1: 1
- Relative energy (zero: lowest compared OMol25 entry of this formula, charge and spin): 995.46 kJ/mol
- HOMO energy: -7.43 eV
- Largest force on an atom: 5.061 eV Å⁻¹
- SMILES: C=CC(=O)OCCCCCC[C@]1(CCCNCc2ccccc2O)OC(=O)[C@@H]([PH2]=N)[C@@]1(B(O)N(C)C)N(C)C(C)=O.O=S1(=O)OCCO1

Question: 2S+1 of number 6 (C9H14O)?
Answer: 1

Question: Look up the relative energy (zero: lowest compared OMol25 entry of this formula, charge and spin) of the sixth one.
Answer: 129.82 kJ/mol